This record from the OMol25 dataset describes a structure of composition C4H9NO at a distorted geometry. The level of theory is wB97M-V/def2-TZVPD.

Values from the calculation:
HOMO-LUMO gap   9.42 eV
F_max   6.618 eV/A
Multiplicity   1

Each line ends with the natural charge from an NBO analysis.
Cartesian coordinates (Å):
C 0.4282 -0.0142 0.2381  -0.17
C 0.8674 1.2346 1.7892  -0.28
C -1.5704 -0.3471 -1.3750  -0.70
C -0.2308 -0.8778 -1.0386  0.33
O -0.3967 1.0149 0.6422  -0.54
N 0.3076 -1.8727 -1.5721  -0.66
H 1.2221 -2.1215 -1.1963  0.33
H 1.3689 0.2992 -0.2495  0.18
H 0.5353 -0.8480 0.9547  0.18
H 1.5622 0.5400 2.2680  0.21
H 0.2023 1.5656 2.5768  0.21
H 1.4092 2.0397 1.2976  0.21
H -1.7656 -0.4760 -2.4389  0.23
H -1.6079 0.7188 -1.1142  0.23
H -2.3317 -0.8557 -0.7820  0.24

=====

This record from the OMol25 dataset describes an isolated molecule of C4H9NO. The level of theory is wB97M-V/def2-TZVPD.

Values from the calculation:
HOMO-LUMO gap   10.78 eV
Structure (SMILES)   CCCC(N)=O
F_max   0.336 eV/A
Multiplicity   1

Each line ends with the natural charge from an NBO analysis.
Cartesian coordinates (Å):
C 2.1899 0.3883 -0.2364  -0.60
C 0.8438 -0.0949 -0.7815  -0.42
C -0.1926 -0.6472 0.2200  -0.51
C -1.4679 0.2240 0.1301  0.68
N -2.5788 -0.0874 0.8614  -0.83
O -1.5362 1.1741 -0.6330  -0.62
H 2.6232 1.0974 -0.9517  0.21
H 2.9225 -0.4126 -0.0889  0.20
H 2.0767 0.9238 0.7135  0.20
H 0.3495 0.7642 -1.2357  0.25
H 1.0077 -0.8132 -1.5922  0.20
H -0.4583 -1.6887 -0.0095  0.23
H 0.1970 -0.6687 1.2488  0.22
H -3.3434 0.5560 0.7097  0.40
H -2.6329 -0.7150 1.6452  0.39

=====

This record from the OMol25 dataset describes a cluster of 2 separate species, C4H9NO in total at a distorted geometry. The level of theory is wB97M-V/def2-TZVPD.

Values from the calculation:
HOMO-LUMO gap   10.26 eV
Structure (SMILES)   CC(C)=O.C=N
F_max   3.479 eV/A
Multiplicity   1

Each line ends with the natural charge from an NBO analysis.
Cartesian coordinates (Å):
C 0.9203 -0.5694 -1.3035  -0.74
C 0.8427 0.4708 -0.2204  0.64
C 1.3362 -0.0945 1.1991  -0.72
O 0.8560 1.6614 -0.4159  -0.57
H 0.0398 -1.2065 -1.2018  0.26
H 0.8759 -0.1034 -2.2859  0.23
H 1.8022 -1.1949 -1.2034  0.22
H 1.3298 0.6997 1.9407  0.22
H 2.3661 -0.4144 1.0482  0.22
H 0.7587 -0.9644 1.5057  0.22
C -2.1440 0.6936 0.3790  -0.02
N -1.8224 -0.3410 -0.2725  -0.63
H -3.1486 0.8944 0.7612  0.14
H -1.5076 1.5674 0.3513  0.18
H -2.5050 -1.0988 -0.2818  0.35

=====

This record from the OMol25 dataset describes a cluster of 2 separate species, C4H9NO in total at a distorted geometry. The level of theory is wB97M-V/def2-TZVPD.

Values from the calculation:
HOMO-LUMO gap   10.01 eV
Structure (SMILES)   CC(C)=N.C=O
F_max   3.994 eV/A
Multiplicity   1

Each line ends with the natural charge from an NBO analysis.
Cartesian coordinates (Å):
C -1.1381 -1.3577 0.2692  -0.68
C -0.3808 -0.4857 -0.6688  0.38
C -0.5040 1.1561 -0.3109  -0.73
N 0.0222 -0.8666 -1.7792  -0.65
H -0.7527 -1.2446 1.2788  0.22
H -2.1917 -1.0845 0.2613  0.22
H -1.0287 -2.3948 -0.0382  0.24
H 0.2083 1.7032 -0.9206  0.22
H -1.4769 1.3675 -0.7551  0.23
H -0.6586 1.4537 0.7212  0.22
H 0.5105 -0.2108 -2.3811  0.34
C 1.8127 0.5056 1.0617  0.27
O 1.9168 -0.6299 0.6363  -0.50
H 1.3051 0.7350 2.0206  0.11
H 2.3559 1.3536 0.6048  0.12

=====

This record from the OMol25 dataset describes an isolated molecule of C4H9NO at a distorted geometry. The level of theory is wB97M-V/def2-TZVPD.

Values from the calculation:
HOMO-LUMO gap   10.55 eV
Structure (SMILES)   CCNC(C)=O
F_max   2.089 eV/A
Multiplicity   1

Each line ends with the natural charge from an NBO analysis.
Cartesian coordinates (Å):
C 0.3176 -0.2535 2.2018  -0.61
C 1.1048 -0.0498 0.9086  -0.23
N 0.3417 -0.3965 -0.3035  -0.63
C -0.2093 0.5857 -1.0583  0.67
C -1.0117 0.0097 -2.1877  -0.71
O -0.1092 1.7915 -0.9031  -0.63
H 0.9151 0.0238 3.0806  0.21
H 0.0271 -1.3026 2.3077  0.20
H -0.5885 0.3617 2.2035  0.22
H 1.3695 1.0155 0.8167  0.24
H 2.0509 -0.6012 0.9451  0.19
H 0.0266 -1.3069 -0.7028  0.40
H -0.3956 -0.2750 -3.0418  0.23
H -1.7322 0.7358 -2.5467  0.24
H -1.5368 -0.9162 -1.8529  0.20

=====

This record from the OMol25 dataset describes an isolated molecule of C4H9NO at a distorted geometry. The level of theory is wB97M-V/def2-TZVPD.

Values from the calculation:
HOMO-LUMO gap   9.76 eV
Structure (SMILES)   OC[C@@H]1CCN1
F_max   3.173 eV/A
Multiplicity   1

Each line ends with the natural charge from an NBO analysis.
Cartesian coordinates (Å):
O -2.0772 0.4425 -0.4748  -0.70
C -1.3805 -0.6903 0.0016  -0.08
C 0.0085 -0.4556 0.6425  -0.07
C 0.5161 0.9559 0.3260  -0.45
C 1.6421 0.3380 -0.3978  -0.22
N 1.0861 -1.0601 -0.1770  -0.63
H -1.9673 1.1043 0.2380  0.46
H -2.1302 -1.1401 0.7584  0.16
H -1.2290 -1.3492 -0.8358  0.18
H 0.0938 -0.8056 1.7455  0.19
H -0.1800 1.4569 -0.3838  0.22
H 0.6241 1.6373 1.2059  0.21
H 2.6820 0.5065 -0.1584  0.20
H 1.5046 0.6389 -1.4610  0.18
H 0.8069 -1.5796 -1.0295  0.36

=====

This record from the OMol25 dataset describes an isolated molecule of C4H9NO. The level of theory is wB97M-V/def2-TZVPD.

Values from the calculation:
HOMO-LUMO gap   10.69 eV
Structure (SMILES)   CC(C)C(N)=O
F_max   0.492 eV/A
Multiplicity   1

Each line ends with the natural charge from an NBO analysis.
Cartesian coordinates (Å):
C 0.6297 1.3186 1.0033  -0.60
C 0.2693 0.2594 -0.0389  -0.31
C 1.3629 -0.8122 -0.1406  -0.60
C -1.0064 -0.4530 0.4056  0.68
N -2.0434 -0.4645 -0.4780  -0.82
O -1.0730 -1.0186 1.4857  -0.63
H 0.7915 0.8320 1.9701  0.23
H -0.1721 2.0563 1.1190  0.21
H 1.5440 1.8473 0.7123  0.21
H 0.1258 0.7459 -1.0154  0.19
H 1.2375 -1.5134 0.6947  0.23
H 1.3050 -1.3630 -1.0887  0.21
H 2.3636 -0.3714 -0.0666  0.21
H -2.0154 -0.0223 -1.3819  0.40
H -2.8533 -1.0049 -0.2165  0.40

=====

This record from the OMol25 dataset describes a cluster of 2 separate species, C4H9NO in total at a distorted geometry. The level of theory is wB97M-V/def2-TZVPD.

Values from the calculation:
HOMO-LUMO gap   9.89 eV
Structure (SMILES)   C=CN.C=CO
F_max   1.831 eV/A
Multiplicity   1

Each line ends with the natural charge from an NBO analysis.
Cartesian coordinates (Å):
C -2.2916 -1.7530 -0.8533  -0.46
C -1.0474 -1.4468 -1.1795  0.00
N 0.1322 -2.1628 -1.0030  -0.86
H -2.4170 -2.7214 -0.3685  0.19
H -3.1137 -1.0666 -0.7438  0.21
H -0.8108 -0.3859 -1.3173  0.15
H 0.2316 -2.8824 -0.2937  0.38
H 0.7274 -2.3585 -1.7981  0.39
C 1.9974 2.5331 1.5774  -0.50
C 0.8564 2.1339 1.0325  0.13
O 0.8357 1.3986 -0.1119  -0.68
H 1.9904 3.1497 2.4648  0.20
H 2.9804 2.2652 1.2152  0.20
H -0.0687 2.3661 1.5404  0.17
H -0.0022 0.9307 -0.1612  0.48

=====

This record from the OMol25 dataset describes an isolated molecule of C4H9NO. The level of theory is wB97M-V/def2-TZVPD.

Values from the calculation:
HOMO-LUMO gap   10.47 eV
Structure (SMILES)   CCNC(C)=O
F_max   0.622 eV/A
Multiplicity   1

Each line ends with the natural charge from an NBO analysis.
Cartesian coordinates (Å):
C -1.7926 0.5307 0.3121  -0.62
C -1.2287 -0.4353 -0.7332  -0.22
N 0.1695 -0.1234 -1.0377  -0.65
C 1.0804 -0.6281 -0.1169  0.68
C 2.1495 0.1966 0.5909  -0.71
O 0.9234 -1.7580 0.3083  -0.61
H -2.7965 0.2310 0.6308  0.21
H -1.8454 1.5569 -0.0704  0.20
H -1.1509 0.5368 1.2019  0.21
H -1.2277 -1.4520 -0.3394  0.23
H -1.8354 -0.4361 -1.6440  0.19
H 0.3385 0.7058 -1.5885  0.39
H 2.1127 1.2736 0.4268  0.21
H 3.1539 -0.1966 0.4061  0.24
H 1.9492 -0.0020 1.6533  0.25

=====

This record from the OMol25 dataset describes an isolated molecule of C4H9NO. The level of theory is wB97M-V/def2-TZVPD.

Values from the calculation:
HOMO-LUMO gap   10.39 eV
Structure (SMILES)   C/N=C(\C)OC
F_max   0.451 eV/A
Multiplicity   1

Each line ends with the natural charge from an NBO analysis.
Cartesian coordinates (Å):
C -1.2195 -1.6770 0.2226  -0.43
N -0.8711 -0.2827 0.0630  -0.53
C 0.2626 0.1169 -0.3257  0.59
C 1.4837 -0.5858 -0.8511  -0.70
O 0.6024 1.4215 -0.1794  -0.51
C -0.2631 2.2062 0.6235  -0.26
H -1.2059 -2.2809 -0.6954  0.19
H -0.5570 -2.1567 0.9551  0.19
H -2.2348 -1.7239 0.6315  0.20
H 1.3222 -1.6162 -1.1715  0.22
H 1.9153 -0.0034 -1.6709  0.24
H 2.2110 -0.5438 -0.0365  0.24
H -1.0658 2.6237 0.0110  0.18
H 0.3536 3.0011 1.0469  0.19
H -0.7077 1.5941 1.4121  0.20

=====

This record from the OMol25 dataset describes an isolated molecule of C4H9NO. The level of theory is wB97M-V/def2-TZVPD.

Values from the calculation:
HOMO-LUMO gap   10.37 eV
Structure (SMILES)   COC[C@H]1CN1
F_max   0.312 eV/A
Multiplicity   1

Each line ends with the natural charge from an NBO analysis.
Cartesian coordinates (Å):
C -1.4890 -1.2759 -1.1369  -0.24
O -0.7006 -0.5866 -0.1930  -0.56
C 0.0786 0.4524 -0.7381  -0.07
C 1.0031 0.9785 0.3353  -0.11
C 0.5801 0.9765 1.7501  -0.27
N 1.6142 0.0510 1.2779  -0.58
H -1.0421 -2.2460 -1.3881  0.18
H -1.6110 -0.6991 -2.0630  0.17
H -2.4786 -1.4471 -0.7041  0.19
H -0.5699 1.2656 -1.1055  0.17
H 0.6712 0.0876 -1.5952  0.17
H 1.6704 1.7670 -0.0118  0.20
H -0.4008 0.5658 1.9763  0.20
H 0.9282 1.7579 2.4216  0.19
H 1.1845 -0.8628 1.1453  0.36

=====

This record from the OMol25 dataset describes a cluster of 2 separate species, C4H9NO in total at a distorted geometry. The level of theory is wB97M-V/def2-TZVPD.

Values from the calculation:
HOMO-LUMO gap   9.77 eV
Structure (SMILES)   C=C=N.COC
F_max   1.890 eV/A
Multiplicity   1

Each line ends with the natural charge from an NBO analysis.
Cartesian coordinates (Å):
C 2.3101 -0.4975 -0.0850  -0.66
C 1.9784 0.4991 0.6784  0.44
N 1.8381 1.4198 1.4740  -0.66
H 3.2360 -1.0388 -0.0283  0.24
H 1.6416 -0.7752 -0.8841  0.26
H 2.0727 2.3748 1.2372  0.38
C -1.2821 -0.4001 0.8956  -0.25
O -0.6902 -0.5377 -0.3759  -0.56
C -1.5504 -0.0620 -1.4527  -0.25
H -1.5086 0.6528 1.1005  0.16
H -2.2065 -0.9826 0.9789  0.16
H -0.5604 -0.7636 1.6243  0.20
H -2.4861 -0.6309 -1.4331  0.17
H -1.7635 1.0066 -1.3451  0.17
H -1.0292 -0.2647 -2.3847  0.19

=====

This record from the OMol25 dataset describes an isolated molecule of C4H9NO. The level of theory is wB97M-V/def2-TZVPD.

Values from the calculation:
HOMO-LUMO gap   7.56 eV
F_max   0.639 eV/A
Multiplicity   1

Each line ends with the natural charge from an NBO analysis.
Cartesian coordinates (Å):
C -0.3486 -0.5739 2.0068  -0.60
C -0.5497 -0.6864 0.5005  -0.52
C 0.6829 -0.2753 -0.2674  0.70
O 1.8104 -0.2507 0.1566  -0.54
N 0.4466 0.1431 -1.6520  -0.60
C 0.0490 1.6452 -1.7238  -0.70
H -0.2338 0.4724 2.3030  0.22
H -1.2062 -0.9920 2.5408  0.21
H 0.5520 -1.1101 2.3154  0.23
H -0.7508 -1.7323 0.2228  0.23
H -1.4105 -0.1010 0.1644  0.24
H -0.2849 -0.3915 -2.1181  0.42
H -0.8956 1.6937 -1.1600  0.14
H 0.8244 2.1290 -1.1135  0.15
H 1.3148 0.0298 -2.1753  0.43

=====

This record from the OMol25 dataset describes a structure of composition C4H9NO at a distorted geometry. The level of theory is wB97M-V/def2-TZVPD.

Values from the calculation:
HOMO-LUMO gap   9.63 eV
F_max   1.825 eV/A
Multiplicity   1

Each line ends with the natural charge from an NBO analysis.
Cartesian coordinates (Å):
C 0.6911 1.7105 0.4231  -0.57
C 0.2220 0.8869 -1.3269  -0.22
N -0.0455 -0.4795 -1.0231  -0.63
C -0.6109 -0.6172 0.2013  0.64
O -1.0566 0.3772 0.7535  -0.60
C -0.5998 -1.9420 0.8875  -0.70
H 0.6035 2.7321 0.1012  0.19
H 1.6901 1.3105 0.5193  0.18
H 0.2927 1.7138 1.4815  0.22
H -0.6932 1.4281 -1.5674  0.19
H 0.8626 0.8909 -2.2511  0.20
H 0.4644 -1.2435 -1.4440  0.40
H -0.3395 -2.7646 0.2215  0.21
H -1.5941 -2.1009 1.3061  0.24
H 0.1132 -1.9022 1.7175  0.24

=====

This record from the OMol25 dataset describes a structure of composition C4H9NO. The level of theory is wB97M-V/def2-TZVPD.

Values from the calculation:
HOMO-LUMO gap   8.70 eV
F_max   0.965 eV/A
Multiplicity   1

Each line ends with the natural charge from an NBO analysis.
Cartesian coordinates (Å):
C -0.1038 -0.1590 1.6183  -0.70
C -0.5684 0.2939 -0.3904  -0.01
C -0.1699 1.7369 -0.3756  -0.68
N 0.3537 -0.5255 -1.0445  -0.65
C 0.1729 -1.8864 -1.1459  0.53
O -0.7404 -2.4962 -0.6241  -0.58
H -0.6116 0.5010 2.3210  0.22
H 0.9416 0.0860 1.4738  0.21
H -0.2603 -1.2180 1.8055  0.23
H -0.9941 -0.1566 0.6202  0.28
H -0.3599 2.1011 -1.3905  0.23
H 0.8931 1.9471 -0.1292  0.18
H -0.7987 2.3124 0.3120  0.23
H 1.2713 -0.1640 -1.3134  0.38
H 0.9746 -2.3728 -1.7373  0.11

=====

This record from the OMol25 dataset describes a cluster of 2 separate species, C4H9NO in total at a distorted geometry. The level of theory is wB97M-V/def2-TZVPD.

Values from the calculation:
HOMO-LUMO gap   9.63 eV
Structure (SMILES)   C=CC.NC=O
F_max   5.750 eV/A
Multiplicity   1

Each line ends with the natural charge from an NBO analysis.
Cartesian coordinates (Å):
C 0.0112 1.1599 0.4826  -0.45
C -0.8490 0.6327 -0.4535  -0.13
C -2.1010 -0.1030 -0.1045  -0.66
H 0.6668 1.9848 0.2271  0.23
H -0.1341 0.9367 1.5341  0.19
H -0.7835 1.0089 -1.4721  0.21
H -2.0561 -0.5369 0.8975  0.21
H -2.3156 -0.8867 -0.8347  0.21
H -2.9420 0.5987 -0.1212  0.24
N 1.9690 -1.2653 0.4812  -0.83
C 1.5782 -0.3429 -0.4955  0.53
O 2.3806 0.2827 -1.1803  -0.62
H 1.2435 -1.7775 0.9654  0.38
H 2.7324 -0.9393 1.0617  0.38
H 0.5995 -0.7528 -0.9877  0.10

=====

Number 1: E -287.6674 a.u.. Number 2: E -287.8189 a.u.. Number 3: E -287.7539 a.u.. Number 4: E -287.7321 a.u.. Number 5: E -287.8147 a.u.. Number 6: E -287.7227 a.u.. Number 7: E -287.8306 a.u.. Number 8: E -287.7248 a.u.. Number 9: E -287.8049 a.u.. Number 10: E -287.7770 a.u.. Number 11: E -287.7386 a.u.. Number 12: E -287.7159 a.u.. Number 13: E -287.6995 a.u.. Number 14: E -287.7108 a.u.. Number 15: E -287.6789 a.u.. Number 16: E -287.7304 a.u..